(1)
C8H13NO3S2 | ωB97M-V/def2-TZVPD

Summary:
net charge	0
energy relative to the best compared isomer or geometry (same formula, charge and spin)	353.3	kJ/mol
total energy	-1389.31257	Ha
Kohn-Sham gap	9.85	eV
lowest unoccupied orbital energy	0.44	eV
highest occupied orbital energy	-9.41	eV

Atoms and positions in Å:
1 C 0.801 2.033 0.281
2 C 1.037 1.657 1.524
3 C -5.267 0.689 0.460
4 C 1.136 1.236 -0.969
5 C 1.906 0.397 1.828
6 C 2.269 0.187 -0.766
7 C 2.091 -0.508 0.589
8 C -2.191 -2.370 -0.854
9 N -4.261 1.118 0.075
10 O -2.087 0.186 -1.578
11 O 0.958 -2.388 -0.811
12 O -0.545 -0.633 0.303
13 S -2.094 -0.518 -0.317
14 S 0.690 -1.779 0.485
15 H 0.231 2.930 0.026
16 H 0.663 2.041 2.465
17 H 0.131 0.667 -1.311
18 H 1.446 1.892 -1.777
19 H 3.028 0.674 2.047
20 H 1.528 -0.135 2.745
21 H 2.335 -0.482 -1.620
22 H 3.211 0.693 -0.579
23 H 3.035 -1.169 0.780
24 H -1.154 -2.533 -1.328
25 H -3.075 -2.594 -1.366
26 H -2.226 -2.910 0.176
27 H -3.596 1.621 -0.507

(2)
C8H13NOS2 | ωB97M-V/def2-TZVPD

Summary:
net charge	0
energy relative to the best compared isomer or geometry (same formula, charge and spin)	272.7	kJ/mol
total energy	-1238.89094	Ha
Kohn-Sham gap (alpha / beta)	7.01 / 7.01	eV
lowest unoccupied orbital energy (alpha / beta)	-0.78 / -0.78	eV
highest occupied orbital energy (alpha / beta)	-7.79 / -7.79	eV

Atoms and positions in Å:
1 C -1.703 -2.010 -0.496
2 C -2.967 -1.571 -1.101
3 C -0.248 -0.247 0.248
4 C -1.295 0.221 1.200
5 C 1.445 1.297 1.368
6 C 0.719 1.648 -0.972
7 C 2.103 -0.359 -0.361
8 C 1.007 0.558 0.084
9 N -0.516 -1.226 -0.588
10 O -3.926 -1.044 -0.623
11 S -1.347 -3.416 0.353
12 S -2.488 -2.132 -2.638
13 H -1.414 1.341 1.120
14 H -0.992 0.104 2.272
15 H -2.254 -0.223 0.990
16 H 0.765 1.298 2.211
17 H 1.796 2.301 1.123
18 H 2.384 0.674 1.753
19 H -0.060 2.271 -0.307
20 H 1.385 2.511 -1.007
21 H 0.290 1.330 -1.889
22 H 1.920 -0.668 -1.411
23 H 2.258 -1.256 0.266
24 H 2.943 0.201 -0.353
25 H 0.195 -1.603 -1.241

(3)
C8H13O2PS | ωB97M-V/def2-TZVPD

Summary:
net charge	0
energy relative to the best compared isomer or geometry (same formula, charge and spin)	116.1	kJ/mol
total energy	-1202.46138	Ha
Kohn-Sham gap	8.51	eV
lowest unoccupied orbital energy	0.74	eV
highest occupied orbital energy	-7.77	eV

Atoms and positions in Å:
1 C -2.802 0.679 0.226
2 C -1.668 0.733 0.825
3 C 1.547 -1.543 -2.206
4 C 0.693 -0.813 -2.576
5 C -0.375 0.081 -3.004
6 C -0.443 -1.911 1.952
7 C 0.212 -0.843 1.178
8 C -0.267 0.533 1.457
9 O 2.342 1.743 -0.836
10 O 0.646 1.572 0.988
11 P 0.777 2.132 -0.552
12 S -2.498 2.388 0.649
13 H -3.541 -0.135 -0.113
14 H 2.457 1.058 -1.495
15 H 2.235 -2.355 -2.001
16 H -1.244 -0.553 -3.399
17 H -0.357 0.811 -2.154
18 H 0.022 0.578 -3.798
19 H 0.207 -2.778 1.785
20 H -0.373 -1.750 3.082
21 H -1.524 -2.144 1.801
22 H 1.288 -0.787 1.463
23 H 0.114 -1.156 0.079
24 H -0.316 0.691 2.506
25 H 1.236 3.356 -0.094

(4)
C8H13O3P | ωB97M-V/def2-TZVPD

Summary:
net charge	0
energy relative to the best compared isomer or geometry (same formula, charge and spin)	0.0	kJ/mol
total energy	-879.74657	Ha
Kohn-Sham gap	9.40	eV
lowest unoccupied orbital energy	0.72	eV
highest occupied orbital energy	-8.68	eV

Atoms and positions in Å:
1 C -2.489 1.034 0.139
2 C -1.324 1.895 0.214
3 C -2.340 -0.288 0.080
4 C -0.114 1.408 -0.050
5 C -0.979 -0.933 0.133
6 C 0.030 -0.001 -0.525
7 C -0.644 -1.230 1.600
8 C -0.042 -0.050 -2.045
9 O 3.858 -0.833 -0.208
10 O 2.971 0.819 1.325
11 O 1.475 -0.529 -0.190
12 P 2.803 0.423 -0.231
13 H -3.467 1.494 0.156
14 H -1.460 2.929 0.495
15 H -3.191 -0.954 0.082
16 H 0.780 2.010 -0.002
17 H -0.992 -1.877 -0.422
18 H -0.558 -0.299 2.155
19 H 0.296 -1.769 1.663
20 H -1.431 -1.834 2.045
21 H 0.190 -1.055 -2.390
22 H 0.682 0.643 -2.468
23 H -1.041 0.224 -2.376
24 H 3.987 -1.254 -1.058
25 H 3.002 0.028 1.878

(5)
C8H13O5S | ωB97M-V/def2-TZVPD

Summary:
net charge	-1
total energy	-1086.92611	Ha
Kohn-Sham gap	6.78	eV
lowest unoccupied orbital energy	3.33	eV
highest occupied orbital energy	-3.46	eV

Atoms and positions in Å:
1 C 1.373 2.366 0.012
2 C 1.724 -0.312 1.475
3 C 1.299 -1.717 1.058
4 C 0.504 0.608 1.625
5 C 0.643 -1.960 -0.278
6 C 0.203 1.501 0.486
7 C -1.396 2.646 -0.911
8 C -1.726 -2.677 -1.745
9 O 2.057 2.222 -0.969
10 O 1.278 3.144 1.001
11 O -1.184 -0.255 -1.648
12 O -1.743 -1.157 0.569
13 O -1.001 1.956 0.304
14 S -0.949 -1.330 -0.657
15 H 2.326 -0.359 2.388
16 H 2.387 0.105 0.773
17 H 2.134 -2.448 1.013
18 H 0.675 -2.033 1.787
19 H -0.365 0.066 1.810
20 H 0.418 1.278 2.499
21 H 1.356 -1.592 -1.038
22 H -1.065 2.174 -1.828
23 H -0.925 3.601 -0.992
24 H -2.474 2.708 -0.833
25 H -2.404 -3.148 -1.161
26 H -2.163 -2.102 -2.550
27 H -0.982 -3.283 -2.189

(6)
C8H13P | ωB97M-V/def2-TZVPD

Summary:
net charge	0
energy relative to the best compared isomer or geometry (same formula, charge and spin)	76.7	kJ/mol
total energy	-653.87096	Ha
Kohn-Sham gap	9.63	eV
lowest unoccupied orbital energy	1.12	eV
highest occupied orbital energy	-8.51	eV

Atoms and positions in Å:
1 C -0.784 -1.027 1.656
2 C -1.846 0.838 0.025
3 C 0.357 -0.116 1.958
4 C -0.899 0.918 -1.311
5 C -1.354 -0.615 0.324
6 C 0.969 0.120 0.524
7 C -0.095 -0.288 -0.554
8 C 2.357 -0.192 -1.952
9 P 1.462 -1.254 -0.687
10 H -0.661 -2.081 1.643
11 H -1.530 -0.844 2.467
12 H -1.422 1.442 0.785
13 H -2.913 0.930 0.023
14 H -0.018 0.773 2.453
15 H 1.086 -0.593 2.704
16 H -1.406 0.315 -2.065
17 H -0.447 1.854 -1.715
18 H -2.164 -1.281 -0.179
19 H 1.664 0.962 0.417
20 H 1.843 -0.276 -3.053
21 H 3.410 -0.484 -1.932
22 H 2.390 0.900 -1.528

(7)
C8H13P | ωB97M-V/def2-TZVPD

Summary:
net charge	0
energy relative to the best compared isomer or geometry (same formula, charge and spin)	0.0	kJ/mol
total energy	-653.75690	Ha
spin multiplicity	3
⟨S²⟩	2.01
Kohn-Sham gap (alpha / beta)	5.75 / 7.39	eV
lowest unoccupied orbital energy (alpha / beta)	1.09 / -1.82	eV
highest occupied orbital energy (alpha / beta)	-4.66 / -9.22	eV

Atoms and positions in Å:
1 C 0.410 1.922 -0.196
2 C 1.589 1.488 0.268
3 C -2.146 -0.542 0.731
4 C -1.646 0.846 0.790
5 C -1.327 -1.431 -0.281
6 C -0.705 0.908 -0.446
7 C -0.154 -0.514 -0.667
8 C 2.958 -1.206 -0.305
9 P 1.653 -0.279 0.686
10 H 0.080 3.004 -0.250
11 H 2.537 2.116 0.489
12 H -2.279 -0.872 1.771
13 H -3.080 -0.468 0.295
14 H -2.378 1.715 0.835
15 H -1.070 1.064 1.718
16 H -1.129 -2.253 0.364
17 H -1.973 -1.585 -1.110
18 H -1.171 1.281 -1.354
19 H 0.208 -0.648 -1.715
20 H 3.401 -2.069 0.236
21 H 3.744 -0.704 -0.745
22 H 2.479 -1.772 -1.115

(8)
C8H14 | ωB97M-V/def2-TZVPD

Summary:
net charge	-1
energy relative to the best compared isomer or geometry (same formula, charge and spin)	41.0	kJ/mol
total energy	-313.12641	Ha
spin multiplicity	2
⟨S²⟩	0.77
Kohn-Sham gap (alpha / beta)	3.15 / 6.26	eV
lowest unoccupied orbital energy (alpha / beta)	3.71 / 3.65	eV
highest occupied orbital energy (alpha / beta)	0.56 / -2.61	eV

Atoms and positions in Å:
1 C -2.896 -1.817 -1.250
2 C -1.980 -1.963 -0.065
3 C -1.614 -0.645 0.622
4 C -0.941 0.435 -0.263
5 C 3.629 2.074 0.857
6 C 2.816 1.131 0.291
7 C 1.372 1.108 0.359
8 C 0.574 0.195 -0.316
9 H -2.637 -1.094 -2.022
10 H -3.867 -1.376 -0.947
11 H -3.236 -2.780 -1.634
12 H -1.105 -2.467 -0.515
13 H -2.398 -2.651 0.673
14 H -2.652 -0.305 0.865
15 H -1.051 -0.743 1.543
16 H -1.212 1.377 0.212
17 H -1.318 0.487 -1.291
18 H 3.240 2.959 1.351
19 H 4.714 2.021 0.849
20 H 3.255 0.283 -0.234
21 H 1.028 1.888 1.029
22 H 1.012 -0.599 -0.902

(9)
C8H14 | ωB97M-V/def2-TZVPD

Summary:
net charge	0
energy relative to the best compared isomer or geometry (same formula, charge and spin)	148.1	kJ/mol
total energy	-313.16101	Ha
Kohn-Sham gap	10.35	eV
lowest unoccupied orbital energy	1.25	eV
highest occupied orbital energy	-9.10	eV

Atoms and positions in Å:
1 C 3.364 0.172 -1.639
2 C 2.835 0.663 -0.295
3 C 1.883 -0.328 0.372
4 C -0.579 -0.488 0.733
5 C 0.430 -0.116 -0.053
6 C -4.410 0.041 0.595
7 C -2.947 0.300 0.850
8 C -2.008 -0.473 0.326
9 H 3.917 -0.763 -1.542
10 H 4.018 0.922 -2.089
11 H 2.557 -0.024 -2.344
12 H 3.679 0.802 0.394
13 H 2.462 1.680 -0.441
14 H 1.930 -0.248 1.464
15 H 2.241 -1.342 0.211
16 H -0.302 -1.044 1.621
17 H 0.358 0.564 -0.898
18 H -5.080 0.886 0.733
19 H -4.755 -0.774 1.230
20 H -4.568 -0.235 -0.448
21 H -2.712 1.035 1.611
22 H -2.312 -1.230 -0.391

(10)
C8H14 | ωB97M-V/def2-TZVPD

Summary:
net charge	0
energy relative to the best compared isomer or geometry (same formula, charge and spin)	223.1	kJ/mol
total energy	-313.13243	Ha
Kohn-Sham gap	10.31	eV
lowest unoccupied orbital energy	1.00	eV
highest occupied orbital energy	-9.31	eV

Atoms and positions in Å:
1 C -1.121 1.044 -0.688
2 C -0.046 0.420 -1.610
3 C 0.990 -0.241 -0.685
4 C 1.402 0.701 0.423
5 C 0.360 0.702 1.386
6 C -1.029 0.437 0.687
7 C -0.887 -1.204 0.580
8 C 0.427 -1.456 -0.109
9 H -2.239 0.755 -1.119
10 H -1.084 2.138 -0.680
11 H 0.409 0.993 -2.399
12 H -0.458 -0.521 -2.100
13 H 1.868 -0.696 -1.235
14 H 1.599 1.830 0.125
15 H 2.205 0.221 0.890
16 H 0.278 1.748 2.015
17 H 0.567 -0.114 2.170
18 H -2.079 0.496 1.192
19 H -0.675 -1.539 1.509
20 H -1.813 -1.569 0.119
21 H 0.338 -2.021 -0.985
22 H 0.989 -2.125 0.514